(1)
Formula: C27H29Cl2N4O7PW
Source: OMol25
Level of theory: ωB97M-V/def2-TZVPD

Geometry as XYZ:
```
71
Properties=species:S:1:pos:R:3:mulliken_charge:R:1
W -0.46314 0.45074 -0.27130 2.8754
Cl -0.95558 5.44273 0.31663 -0.1880
C -0.09973 4.63426 -0.92939 0.4883
C 0.61227 5.41169 -1.87143 -0.6125
C 1.25317 4.82372 -2.91628 0.4849
Cl 2.09009 5.79250 -4.06062 -0.1976
C 1.22380 3.41030 -3.07183 -0.4067
C 1.79287 2.69570 -4.13942 -0.6514
C 1.64389 1.33641 -4.17515 -1.3070
C 0.97680 0.67748 -3.13973 -0.0965
N 0.46180 1.31132 -2.09744 -0.0986
C 0.55242 2.67389 -2.09135 1.1220
C -0.12980 3.27641 -1.03711 -1.5082
O -0.78039 2.42306 -0.21364 0.6339
H 0.62712 6.48922 -1.76069 0.5216
H 2.31790 3.22568 -4.92571 0.4936
H 2.03923 0.75070 -4.99275 0.4494
H 0.85437 -0.38891 -3.16225 0.7947
C 3.86752 -3.19873 1.16085 -1.0732
N 2.81598 -3.08384 0.14468 -0.3268
N 2.01719 -1.97716 0.02439 0.9684
C 1.23165 -2.10443 -1.07658 0.5225
O 0.33155 -1.23414 -1.37133 -0.8071
C 1.58463 -3.30539 -1.69446 -1.4241
C 2.57256 -3.87806 -0.90808 0.6962
C 3.34203 -5.13705 -1.11396 -1.5100
C 1.77865 -0.97892 0.98794 0.0032
C 1.72992 0.33409 0.44655 -0.6310
C 1.25588 1.33678 1.29609 -0.5042
C 0.97940 1.05751 2.65357 -1.1778
C 1.12279 -0.20719 3.15533 -0.8706
C 1.48951 -1.25169 2.29990 0.3460
H 3.94277 -2.26029 1.70107 0.4786
H 4.82167 -3.39934 0.68167 0.3636
H 3.63343 -3.99579 1.86258 0.3626
H 1.15478 -3.71889 -2.59174 0.5097
H 2.87441 -5.73243 -1.89288 0.3911
H 3.38932 -5.73113 -0.19985 0.3594
H 4.36584 -4.91474 -1.42404 0.3267
H 2.37213 0.57207 -0.38500 0.5794
H 1.41517 2.36294 1.01287 0.8860
H 0.69852 1.86808 3.31077 0.5162
H 0.92658 -0.41388 4.19951 0.5000
H 1.55237 -2.26294 2.67507 0.4585
C -2.95010 -0.60412 3.32678 -0.6550
O -3.14301 -0.06839 1.99525 -0.3273
P -2.30981 1.11767 1.37933 0.3611
O -3.42218 1.98288 0.69614 -0.2086
C -3.85434 2.10632 -0.67385 -0.4976
O -1.95899 1.94535 2.66919 -0.1973
C -1.69084 3.36249 2.71785 -0.7006
H -3.81002 -1.23561 3.52295 0.2864
H -2.91739 0.20071 4.05373 0.3005
H -2.03697 -1.19275 3.37652 0.2102
H -4.37787 3.05197 -0.73861 0.2946
H -4.52932 1.29252 -0.91342 0.2617
H -3.01722 2.10777 -1.35622 0.1429
H -1.67032 3.63099 3.76836 0.3244
H -2.48521 3.90197 2.20930 0.3010
H -0.73385 3.58913 2.25094 0.2312
O -0.67004 -3.08694 1.98412 -0.5568
C -1.41892 -2.69623 1.13056 -0.3568
C -2.61296 -3.44739 0.55380 -0.6524
C -3.12116 -2.58503 -0.60757 -0.5634
C -2.21909 -1.41190 -0.50574 0.1660
O -2.17891 -0.36699 -1.23676 -0.6598
N -1.32826 -1.45183 0.47027 0.4307
H -3.35004 -3.56856 1.34760 0.3014
H -2.29508 -4.44472 0.25660 0.3598
H -4.15760 -2.25956 -0.50555 0.3355
H -3.02383 -3.05209 -1.58701 0.3277
```

Properties
HOMO level (alpha / beta) = -13.627 / -13.513 eV
total charge = +2
frontier orbital gap (alpha / beta) = 6.77 / 6.36 eV
E_tot = -84911.22626 eV



(2)
Formula: C27H29F5Ge2N2O5Sc
Source: OMol25
Level of theory: ωB97M-V/def2-TZVPD

Geometry as XYZ:
```
71
Properties=species:S:1:pos:R:3:mulliken_charge:R:1
Sc -0.15351 0.82802 1.68936 0.3026
O -5.47764 2.46271 -0.29698 -0.5294
C -5.42972 2.56379 1.02341 0.4986
O -6.29281 3.08489 1.66854 -0.5444
C -4.26463 1.94195 1.74061 0.4769
C -4.20639 1.94167 3.12195 -0.6170
N -3.06582 1.33746 3.47861 -0.2176
N -2.36316 0.92581 2.42284 -0.1779
C -3.07735 1.29692 1.35821 0.1340
C -2.54693 0.95517 0.01726 1.0906
O -3.17684 1.11694 -0.99599 -0.7911
O -1.32518 0.39728 0.03295 -0.0264
H -4.71749 1.96966 -0.66212 0.4796
H -4.91037 2.33146 3.83876 0.5676
H -2.72943 1.15439 4.41160 0.1901
C 4.64200 0.39870 -0.57424 -1.0498
C 3.37484 1.04138 -0.01576 -0.7393
Ge 2.11736 -0.27217 0.78031 0.5050
C 3.17310 -1.32632 2.09953 -0.6863
C 3.73821 -2.64810 1.58672 -1.1596
C 1.76673 -1.52680 -0.70035 -1.5809
C 0.75642 -1.69050 -1.56002 1.0718
Ge -0.90380 -0.67458 -1.73928 0.7464
C -2.51738 -1.76750 -1.60102 -0.6706
C -2.40254 -3.22047 -2.06206 -1.2777
C -0.78287 0.93083 -2.85964 -0.5773
C -1.58024 0.89306 -4.16546 -1.1953
C 0.83534 -2.68788 -2.66210 -0.1096
C 0.17924 -2.45361 -3.86801 0.1172
C 0.25000 -3.35829 -4.91904 -0.7716
C 0.98225 -4.52436 -4.77359 -0.4973
C 1.63523 -4.77664 -3.57230 -0.6989
C 1.56174 -3.87158 -2.52786 -0.4527
H 5.34215 1.14773 -0.94818 0.3983
H 4.41504 -0.27452 -1.40359 0.2415
H 5.16767 -0.18220 0.18652 0.2480
H 2.85238 1.59584 -0.79985 0.4031
H 3.62547 1.77285 0.75745 0.4206
H 2.57115 -1.51041 2.99243 0.4282
H 3.98520 -0.66686 2.42015 0.4053
H 2.94302 -3.33646 1.29135 0.3112
H 4.33256 -3.14874 2.35279 0.4016
H 4.38389 -2.50579 0.71780 0.2653
H 2.62712 -2.17152 -0.89537 0.2900
H -3.33729 -1.25775 -2.10640 0.3990
H -2.76144 -1.75598 -0.53256 0.4161
H -2.32204 -3.29877 -3.14557 0.3500
H -3.29089 -3.77169 -1.75386 0.4451
H -1.53239 -3.71915 -1.63338 0.3017
H 0.27794 1.10867 -3.04634 0.5261
H -1.14641 1.76098 -2.25434 0.4573
H -1.16843 0.18849 -4.88720 0.3745
H -1.56848 1.87268 -4.64231 0.4127
H -2.62444 0.63119 -3.98800 0.2757
H -0.38513 -1.54070 -4.04027 0.0648
H -0.26094 -3.14350 -5.84857 0.4458
H 1.04303 -5.23539 -5.58624 0.4035
H 2.19929 -5.69121 -3.44511 0.4240
H 2.05287 -4.10170 -1.59000 0.4989
F 1.53960 4.62125 6.79929 -0.2750
C 1.17486 4.17138 5.60719 0.6834
C 0.90974 2.82279 5.42671 -0.0984
F 1.01125 1.95792 6.42711 -0.2808
C 0.53216 2.41184 4.16793 0.5777
F 0.25932 1.06301 3.92203 -0.3590
C 0.40573 3.24824 3.06704 0.1280
O 0.05120 2.72892 1.89167 -0.6985
C 0.67229 4.59797 3.27727 0.2327
F 0.57042 5.45922 2.27477 -0.2824
C 1.05444 5.04658 4.53476 0.2111
F 1.30976 6.33149 4.71806 -0.2568
```

Properties
HOMO level = -10.946 eV
total charge = +1
frontier orbital gap = 7.02 eV
E_tot = -189002.15888 eV
energy above the lowest of the compared OMol25 structures with the same formula, charge and spin = 1.82 kJ/mol